C41H65Cl2FKN5O4SSi4 | ωB97M-V with the def2-TZVPD basis set

molecular weight	965.42	g mol⁻¹
HOMO energy (alpha / beta)	-0.03372 / -0.03914	Ha
LUMO level (alpha / beta)	3.86 / 3.86	eV
ΔE to the lowest compared entry with this formula, charge and spin	0.000	eV
charge	-2
calculated total energy	-5352.51825	Ha

Structure (XYZ):
```
124
C41H65Cl2FKN5O4SSi4 (ωB97M-V with the def2-TZVPD basis set)
K 0.4823 -0.8373 0.5990
Cl 0.8560 -6.9318 0.3681
Cl -0.4710 -4.3054 0.2793
S 4.0141 1.9246 -0.4358
Si -0.5877 -0.7006 -3.9916
Si 1.0004 2.8778 -4.5627
Si 3.0940 -0.2995 -4.6912
Si 1.2290 0.7260 -3.6323
F 6.6247 -4.1670 0.9405
O -1.2179 -1.6083 2.0006
O -0.7129 1.7782 -1.6498
O -2.6079 1.0207 0.0224
O -2.3904 -1.6299 -0.5175
N 1.9704 0.9453 -2.0326
N -0.4316 2.7988 1.0143
N -6.3598 -0.4457 1.0620
N -4.9895 -3.0335 2.8943
N 0.6976 0.4623 2.8290
C -4.7555 1.4484 0.9559
C 0.8063 3.4094 1.4734
C 2.9831 -2.2191 -0.0043
C -2.9588 -2.4417 5.0718
C 4.6786 0.1970 -3.8092
C -5.1370 0.1352 0.7007
C 4.7425 -3.9229 -0.4861
C -2.7669 -2.2427 3.6850
C 2.6349 3.7513 -4.2101
C 2.8438 1.3641 -1.3591
C 1.7831 1.4265 2.8517
C -5.8907 -2.2912 3.7787
C -3.6727 -2.6073 2.6942
C 3.5425 -3.2617 -0.7685
C -5.9702 -0.7765 3.5662
C -2.0725 -1.9555 6.0265
C 1.2893 2.8752 2.8250
C -6.1364 4.7501 2.3494
C 0.7777 2.7743 -6.4383
C 0.3982 -0.0928 3.9366
C -2.2860 -2.2321 7.4934
C 3.7873 -1.8918 1.1083
C -0.9825 -1.2169 5.5919
C 3.3051 0.1520 -6.5184
C -0.4009 -0.9797 -5.8621
C -0.4081 3.9475 -3.9448
C -3.8150 3.9513 1.7861
C -1.5223 -1.6110 3.2245
C -1.4933 3.4043 1.3785
C -2.2824 0.0538 -3.7531
C -0.7039 -1.0026 4.2284
C -2.8913 3.0339 1.2409
C -5.6268 2.4514 1.4437
C 1.0348 -5.1804 0.0490
C -0.4673 -2.3607 -3.1421
C 3.0068 -2.1768 -4.6004
C -3.3501 1.8022 0.6875
C -6.8807 -0.3121 2.4268
C -5.1755 3.7030 1.8442
C 5.4449 -3.5315 0.6314
C 4.9914 -2.5172 1.4447
H 0.8420 3.7834 -6.8572
H 4.1053 -0.4612 -6.9444
H -6.3872 -1.4066 0.7595
H -2.5783 -0.6704 -0.4297
H 2.6227 4.7730 -4.6017
H -6.1259 5.6474 1.7239
H -0.6180 -2.2575 -2.0713
H 1.3537 -5.0685 -0.9783
H -3.4305 4.8938 2.1693
H -2.0283 -1.8068 0.3714
H 3.4746 3.2221 -4.6681
H -2.1834 -1.3229 8.0920
H -1.2266 -1.6081 -6.2102
H -5.4286 -3.2313 2.0096
H 0.4834 -2.8629 -3.3338
H 0.9863 0.1712 4.8352
H 1.5281 2.1550 -6.9279
H 2.8647 -2.4901 -3.5645
H -1.2793 -2.9957 -3.5094
H 0.5321 -1.4859 -6.1158
H 5.5696 -2.2268 2.3157
H -4.9645 -0.3719 3.4223
H 2.3994 -0.0222 -7.1031
H -1.3469 3.3945 -3.9211
H -0.2740 2.1353 -0.8565
H 2.4063 1.2893 3.7508
H 1.5869 3.2312 0.7281
H 4.6943 -0.2071 -2.7943
H 2.8250 3.8017 -3.1350
H 2.1196 3.5131 3.1487
H -0.3122 -0.7757 6.3264
H -3.3512 -2.5794 1.6642
H 3.0177 -3.6149 -1.6588
H -6.3526 -0.3339 4.4930
H 5.5386 -0.2133 -4.3479
H -1.3761 4.3503 1.9399
H -0.2273 4.2873 -2.9250
H -3.7993 -3.0409 5.4029
H -4.4537 -0.5142 0.1747
H 3.5907 1.2001 -6.6369
H -0.2079 2.3759 -6.6915
H -2.3699 1.0137 -4.2680
H -6.8854 -2.7334 3.6530
H -3.2849 -2.6354 7.6718
H -7.8243 -0.8685 2.4617
H -1.5648 -2.9586 7.8805
H -2.5180 0.2067 -2.7045
H 0.6867 4.5013 1.5674
H 1.7805 -4.7828 0.7256
H 2.4332 1.2617 1.9851
H -5.8930 5.0625 3.3689
H -7.1582 4.3658 2.3576
H 3.4806 -1.0841 1.7767
H 0.4870 2.9893 3.5617
H -0.5188 4.8163 -4.6021
H 5.1258 -4.7229 -1.1116
H 4.8054 1.2795 -3.7368
H -3.0308 -0.6295 -4.1667
H 2.2023 -2.5987 -5.2048
H -7.1303 0.7316 2.6011
H -6.6914 2.2508 1.4663
H 3.9538 -2.6013 -4.9481
H -1.5347 1.4770 -1.2024
H -0.4381 -0.0417 -6.4227
H -5.6017 -2.4758 4.8121
```

Mulliken atomic charge list, values in e, 99 entries: 0.884, -0.254, -0.005, -0.367, 0.536, 0.406, 0.467, 0.145, -0.383, 0.648, 0.311, -0.034, -0.572, -0.290, 0.475, -0.244, -0.215, 0.517, 0.841, -0.825, 0.035, -0.888, -1.084, -0.854, -0.702, 1.136, -1.082, 0.672, -0.665, -1.208, -0.747, -0.980, 0.207, 0.582, -0.803, -1.695, -1.116, -0.933, -1.728, 0.017, -0.688, -1.212, -1.079, -1.044, -0.903, -1.043, -0.653, -0.626, 0.782, 0.861, -0.836, 0.081, -0.491, -0.366, -0.500, -1.182, 0.662, 0.369, -0.497, 0.413, 0.401, 0.428, 0.172, 0.404, 0.307, -0.045, 0.085, 0.340, -0.196, 0.199, 0.350, 0.439, 0.438, 0.183, 0.073, 0.254, -0.546, 0.412, 0.156, 0.402, -0.173, 0.382, 0.229, 0.027, 0.598, -0.027, 0.197, 0.273, 0.467, 0.308, 0.011, 0.237, 0.591, 0.403, 0.058, 0.220, 0.522, 0.055, 0.274

***

C41H53F5N3O25S2 | ωB97M-V with the def2-TZVPD basis set

spin multiplicity	2
molecular weight	1147.00	g mol⁻¹
HOMO energy (alpha / beta)	-0.48466 / -0.48464	Ha
LUMO level (alpha / beta)	-7.84 / -9.15	eV
charge	+2
calculated total energy	-4934.23761	Ha

Structure (XYZ):
```
129
C41H53F5N3O25S2 (ωB97M-V with the def2-TZVPD basis set)
S -0.3919 1.4769 5.7393
S -4.1413 -1.0574 5.2016
F -3.7599 -2.9525 -0.5610
F -4.9012 0.4983 1.1656
F -0.6775 -6.0414 0.0688
F 3.3713 -0.6739 2.7853
F -0.4737 4.8058 -1.1354
O -4.7440 -3.4467 -3.2279
O -1.4899 1.6513 -3.9547
O -1.1246 1.8941 4.2947
O 3.6777 -3.3903 5.7990
O -4.9037 -0.1793 -0.9304
O -4.9934 2.0320 -1.3008
O 2.1821 -1.8889 -4.8882
O 1.0257 -1.1571 0.3304
O -0.5803 -4.8077 1.8306
O -3.9965 -2.7644 5.5375
O -6.8527 -2.6687 -3.2184
O 0.4872 -5.5187 3.7400
O -1.0534 -1.0072 1.0727
O -3.6861 -0.2511 6.3386
O -6.5650 0.6235 -2.2470
O 1.4686 -5.4136 1.6344
O -5.8906 -3.6358 -1.3666
O 1.9515 -2.1387 4.8582
O 3.6678 -2.7884 3.6102
O -1.3653 1.0049 6.7214
O -0.3326 3.2420 -2.7909
O -2.2077 3.7620 -3.7493
O 0.7454 0.6666 5.4977
O -5.3432 -0.7995 4.4665
O 0.1230 -1.5198 -4.9321
N 4.9713 -0.9292 -2.1524
N 2.9590 5.5888 -0.6163
N 1.2118 -1.3176 -5.3074
C 2.7950 0.2041 -8.4076
C 2.5705 -0.6643 -7.3003
C 5.7422 1.2264 -1.4646
C 5.3266 -2.2082 -2.6546
C 0.5855 0.6273 -6.7300
C 1.5762 -1.9430 3.5463
C -0.6892 -0.8548 -1.3129
C -5.5885 0.8507 -1.5881
C -1.0926 2.2479 1.9786
C 3.8240 5.3503 -1.6374
C -3.0116 -3.2078 6.4389
C -4.5452 -3.9430 -1.0497
C -0.2265 -1.0245 0.1769
C 1.2261 -4.6655 0.5035
C 4.3406 4.0850 -1.8620
C -4.0978 0.3728 0.0597
C 0.2307 3.1300 6.2556
C 2.8375 -1.9677 2.7935
C 3.1408 -2.7949 4.8517
C 0.4433 -5.3156 2.4806
C 4.4062 1.6110 -1.2885
C 3.6674 -0.6168 -1.9129
C 5.9683 0.0024 -2.0479
C -4.0270 -4.3062 -2.4256
C 3.1374 3.3241 0.0291
C 3.3852 0.6848 -1.5263
C -0.3055 -4.8770 0.5248
C -5.9519 -3.1886 -2.6722
C -1.3618 2.7759 -3.5180
C 3.9735 2.9973 -1.0470
C 2.3162 6.9560 -0.5385
C 0.8595 1.5060 -7.7474
C -3.8257 1.7651 -0.5647
C -2.7417 -1.0513 4.0608
C -0.2429 1.7201 3.1367
C 2.5789 4.6284 0.1981
C -3.7314 -4.0306 7.4711
C 1.9980 1.3717 -8.5102
C 1.4372 -0.4585 -6.4541
C -1.9148 4.9202 -3.0187
C -0.5121 4.6099 -2.5039
H 6.9505 -0.2497 -2.4198
H -2.9571 -4.3216 -2.6334
H -2.5853 -0.0263 3.7245
H -0.2770 0.8682 -6.1263
H -4.2358 -4.9042 7.0584
H -2.3900 -2.4005 6.8262
H 0.6804 3.5966 5.3792
H 1.4428 -3.6071 0.6481
H -2.9148 -1.6008 3.1355
H -3.2857 -0.2718 0.3958
H -1.6173 3.1663 2.2418
H -2.5977 5.0402 -2.1777
H -3.0191 -4.4558 8.1782
H 2.8629 -1.3237 -2.0522
H -2.2934 -3.8705 5.9561
H -1.8477 -1.2679 4.6455
H 2.7142 -2.3688 1.7875
H -1.9948 5.8720 -3.5440
H 4.5279 -2.6650 -3.2391
H 4.8736 3.8040 -2.7583
H -1.5991 -1.4081 -1.5456
H 2.3561 1.0081 -1.5800
H 2.8751 2.5322 0.7150
H 0.2273 5.1939 -3.0519
H 2.5339 7.2079 0.4993
H 6.2038 -2.1532 -3.2992
H 0.2034 0.7398 2.9697
H 0.5955 2.4118 3.2184
H -0.8798 -4.2378 -0.1457
H 2.2870 2.2572 -9.0568
H -2.9557 1.7686 -1.2214
H 3.7630 0.1252 -8.8801
H 0.0151 -1.1981 -2.0706
H -3.6890 2.4824 0.2446
H -0.5404 3.7988 6.6380
H 0.9748 -2.8162 3.2935
H 1.7616 -5.1309 -0.3239
H 5.5358 -2.8186 -1.7761
H -0.9325 0.1828 -1.5418
H -4.4740 -4.7627 -0.3347
H 2.8597 7.6549 -1.1743
H 3.9225 6.1840 -2.3169
H -0.4781 2.3261 1.0818
H 0.9605 2.9139 7.0359
H 0.9919 -1.0992 3.1794
H -4.2120 -5.3475 -2.6895
H -4.3733 -3.4820 8.1604
H 1.2583 6.8443 -0.7763
H -1.9161 1.5517 1.8197
H 3.1877 -1.5115 -7.0400
H 0.1696 2.3351 -7.8034
H 1.8718 4.8163 0.9925
H 6.5903 1.8699 -1.2828
```

Mulliken atomic charge list, values in e, 99 entries: 0.974, 1.122, -0.157, -0.384, -0.349, -0.364, -0.311, -0.372, -0.502, -0.391, -0.563, -0.220, -0.360, -0.613, -0.249, -0.190, -0.340, -0.445, -0.582, 0.229, -0.503, -0.482, -0.340, -0.326, -0.315, -0.370, -0.499, -0.118, -0.296, -0.517, -0.601, -0.559, 0.310, 0.042, 1.113, -0.676, -0.275, -0.746, -0.943, -0.331, 2.007, -0.758, 0.447, -0.950, -0.248, 0.072, 0.326, 0.741, 0.491, -0.778, 0.999, -0.923, 1.091, 0.415, 0.615, 0.590, -0.779, -0.243, -0.525, -0.614, -0.681, 0.377, 0.595, 0.495, 0.696, -0.891, -0.583, 0.335, -0.614, 0.700, -0.371, -1.406, -0.324, 0.072, -0.531, 0.463, 0.410, 0.254, -0.049, 0.576, 0.312, 0.373, 0.243, -0.504, 0.395, -0.354, 0.597, 0.272, 0.406, 0.624, 0.172, 0.196, -0.115, 0.359, 0.326, 0.526, 0.049, 0.622, 0.722

***

C7H15BrNO4P | ωB97M-V with the def2-TZVPD basis set

molecular weight	288.08	g mol⁻¹
HOMO energy	-0.32995	Ha
LUMO level	0.28	eV
ΔE to the lowest compared entry with this formula, charge and spin	4.230	eV
calculated total energy	-3546.69757	Ha
structure (SMILES)	CC(C)O[PH](=O)OC(C)C.[O-][N+]#CBr

Structure (XYZ):
```
29
C7H15BrNO4P (ωB97M-V with the def2-TZVPD basis set)
Br 2.4669 -3.6691 0.8810
P 0.5614 -0.7893 -0.1166
O 1.4908 -0.3537 1.0785
O 1.0103 -4.0878 -2.9168
O 1.3850 -1.1252 -1.2917
O -0.6779 0.1749 -0.1789
N 1.4469 -4.0708 -1.8167
C 1.5605 2.0641 1.8570
C -0.6568 1.0180 -2.5179
C -1.3948 0.2534 -1.3921
C 2.0383 -3.7202 -0.8684
C -0.3049 0.4997 2.6244
C -2.7460 0.8777 -1.0412
C 1.1373 0.5715 2.2334
H 0.7233 2.4813 1.3035
H 0.3252 0.5662 -2.5136
H -0.3300 -0.5442 2.7501
H -2.6927 1.9157 -1.4533
H -0.8863 0.9511 1.7790
H -0.0307 -1.9646 0.1282
H -1.2235 0.7996 -3.4983
H -1.6554 -0.8388 -1.8011
H -0.7485 2.0500 -2.4199
H 1.6525 2.4721 2.8569
H 1.8535 0.2671 2.9817
H -2.8931 0.7237 0.0325
H 2.4957 2.1060 1.3369
H -3.4639 0.3160 -1.6462
H -0.4430 1.0557 3.6293
```

Mulliken analysis output, partial charges in e: 0.018, 0.421, -0.275, -0.627, -0.703, -0.016, 0.560, -1.199, -1.393, 0.503, 0.035, -1.043, -1.265, 0.227, 0.230, 0.421, 0.385, 0.291, 0.129, 0.052, 0.328, 0.269, 0.376, 0.422, 0.412, 0.325, 0.354, 0.358, 0.404

***

Repeat the third record exactly.
C7H15BrNO4P | ωB97M-V with the def2-TZVPD basis set

molecular weight	288.08	g mol⁻¹
HOMO energy	-0.32995	Ha
LUMO level	0.28	eV
ΔE to the lowest compared entry with this formula, charge and spin	4.230	eV
calculated total energy	-3546.69757	Ha
structure (SMILES)	CC(C)O[PH](=O)OC(C)C.[O-][N+]#CBr

Structure (XYZ):
```
29
C7H15BrNO4P (ωB97M-V with the def2-TZVPD basis set)
Br 2.4669 -3.6691 0.8810
P 0.5614 -0.7893 -0.1166
O 1.4908 -0.3537 1.0785
O 1.0103 -4.0878 -2.9168
O 1.3850 -1.1252 -1.2917
O -0.6779 0.1749 -0.1789
N 1.4469 -4.0708 -1.8167
C 1.5605 2.0641 1.8570
C -0.6568 1.0180 -2.5179
C -1.3948 0.2534 -1.3921
C 2.0383 -3.7202 -0.8684
C -0.3049 0.4997 2.6244
C -2.7460 0.8777 -1.0412
C 1.1373 0.5715 2.2334
H 0.7233 2.4813 1.3035
H 0.3252 0.5662 -2.5136
H -0.3300 -0.5442 2.7501
H -2.6927 1.9157 -1.4533
H -0.8863 0.9511 1.7790
H -0.0307 -1.9646 0.1282
H -1.2235 0.7996 -3.4983
H -1.6554 -0.8388 -1.8011
H -0.7485 2.0500 -2.4199
H 1.6525 2.4721 2.8569
H 1.8535 0.2671 2.9817
H -2.8931 0.7237 0.0325
H 2.4957 2.1060 1.3369
H -3.4639 0.3160 -1.6462
H -0.4430 1.0557 3.6293
```

Mulliken analysis output, partial charges in e: 0.018, 0.421, -0.275, -0.627, -0.703, -0.016, 0.560, -1.199, -1.393, 0.503, 0.035, -1.043, -1.265, 0.227, 0.230, 0.421, 0.385, 0.291, 0.129, 0.052, 0.328, 0.269, 0.376, 0.422, 0.412, 0.325, 0.354, 0.358, 0.404

***

Q: Look up the calculated total energy of the third one.
A: -3546.69757 Ha